No. 1
The following is a DFT calculation (ωB97M-V/def2-TZVPD) of 3 unconnected molecules or ions with the total composition C30H39F3O10 in a non-equilibrium geometry.

- Highest occupied orbital energy: -8.925 eV
- HOMO-LUMO gap: 8.1 eV
- SMILES string: COCCCCCCCCCC1=CC(=O)c2cccc(CCOCC(F)(F)F)c2C1=O.O=C1OCCO1.O=C1OCCO1

XYZ file:
```
82
Properties=species:S:1:pos:R:3:forces:R:3
C 5.0551 -4.5059 0.3493 -0.69 0.30 0.69
O 5.3086 -3.6183 -0.7855 0.59 -0.25 2.04
C 5.7895 -2.3394 -0.2562 -1.04 0.59 -0.16
C 4.5236 -1.3480 -0.1944 0.30 -0.26 -1.28
C 4.0853 -1.0679 -1.7416 -0.19 0.22 1.08
C 3.3058 0.3321 -1.8331 0.38 -0.14 -0.19
C 2.9677 0.8186 -3.3260 0.97 -0.04 -0.14
C 2.5905 -0.3516 -4.3524 -1.10 -0.16 0.25
C 1.2753 -1.1170 -3.8439 0.26 0.16 0.48
C -0.0504 -0.1830 -3.7981 0.07 -1.53 -0.58
C -1.0727 -0.8814 -2.7784 -0.75 0.36 0.38
C -1.6720 0.0702 -1.6504 0.33 1.42 0.91
C -1.1239 1.3052 -1.2186 -1.40 -1.95 0.18
C -1.8158 2.1407 -0.0238 -0.34 1.23 -0.04
O -1.8743 3.3971 -0.0063 0.47 -4.50 0.09
C -2.4625 1.2162 1.1309 -0.99 -1.92 1.57
C -2.4722 1.5778 2.6285 -1.68 -3.80 -1.73
C -3.1105 0.5212 3.5928 0.36 -0.41 -2.41
C -3.7117 -0.8248 3.1393 1.63 2.51 -2.53
C -3.7034 -1.1902 1.6313 1.16 2.94 0.74
C -4.2715 -2.5814 1.1083 0.55 0.20 0.76
C -5.7862 -2.5411 0.5924 0.34 0.21 -0.17
O -6.1965 -3.9248 0.3489 0.84 0.44 -0.88
C -5.6551 -4.4106 -0.8907 -0.03 -0.80 -1.22
C -5.1672 -5.9550 -0.7685 -0.36 0.27 0.96
F -5.5489 -6.7302 -1.9011 1.02 1.64 2.78
F -5.7538 -6.4968 0.4075 1.52 0.54 -2.91
F -3.7615 -6.0309 -0.6331 -2.88 -0.23 -0.33
C -3.0780 -0.1522 0.6545 0.00 0.39 2.00
C -3.0153 -0.4647 -0.9261 -0.99 0.01 -0.21
O -3.9432 -1.0385 -1.5527 3.35 1.65 2.07
H 4.4042 -5.4010 0.0659 1.08 1.32 -0.03
H 6.0210 -4.8691 0.8435 -1.17 0.48 -0.81
H 4.4569 -3.9166 1.1453 0.88 -0.94 -1.08
H 6.2821 -2.4565 0.7785 -0.56 0.06 -1.64
H 6.5134 -1.9123 -1.0382 -0.85 -0.68 1.34
H 4.8218 -0.3768 0.3252 -0.47 -1.22 -0.63
H 3.6031 -1.8224 0.3131 1.65 0.70 -0.45
H 5.0125 -1.0533 -2.4081 -1.18 0.10 0.85
H 3.4636 -1.9780 -2.0455 0.79 1.43 0.19
H 4.0055 1.1197 -1.3557 -1.21 -1.12 -0.69
H 2.3506 0.3145 -1.1970 1.32 -0.13 -0.84
H 3.9180 1.3245 -3.7505 -1.48 -0.69 0.67
H 2.1843 1.6462 -3.2401 1.06 -1.35 -0.43
H 3.4276 -1.1415 -4.4436 -1.16 1.47 0.07
H 2.3518 0.1029 -5.3880 0.63 -0.71 1.55
H 1.0617 -2.0783 -4.4507 0.30 1.63 0.78
H 1.5070 -1.4940 -2.7741 -0.48 0.68 -1.60
H -0.5304 -0.2446 -4.8426 0.73 0.34 1.54
H 0.1727 0.9126 -3.5902 -0.25 -1.59 -0.06
H -0.5568 -1.7636 -2.2425 -0.73 1.40 -0.70
H -1.9630 -1.3564 -3.3409 1.33 0.87 0.92
H -0.1636 1.7097 -1.6698 -1.53 -0.33 0.61
H -2.0096 2.5452 3.0116 -0.80 -1.57 -0.63
H -3.0893 0.7729 4.7106 -0.15 -0.56 -1.99
H -4.1313 -1.5574 3.9124 0.71 1.27 -1.31
H -3.5406 -3.0276 0.3324 -1.32 0.89 1.03
H -4.2337 -3.3206 1.9974 -0.22 1.22 -1.35
H -5.9479 -1.9700 -0.3813 0.61 -0.48 1.38
H -6.4652 -2.0584 1.3853 0.98 -1.12 -1.10
H -6.4463 -4.4149 -1.7325 1.04 0.05 1.39
H -4.7595 -3.8138 -1.2784 -1.20 -0.76 0.68
O -4.7487 1.8653 5.9735 0.61 0.75 0.29
C -4.0415 2.7963 6.2319 -0.85 -0.74 -0.17
O -2.6803 2.7562 6.2139 -0.52 -0.02 0.06
C -2.2207 4.0944 6.3491 0.82 0.29 -0.15
C -3.3703 4.7790 7.0247 -0.04 0.74 0.41
O -4.4941 4.0305 6.5819 0.24 -0.53 -0.22
H -1.3053 4.1329 6.9413 -0.09 -0.21 -0.08
H -2.0175 4.5007 5.3539 -0.05 -0.02 0.05
H -3.3119 4.7175 8.1153 0.00 -0.03 -0.07
H -3.4615 5.8263 6.7333 -0.18 -0.15 -0.02
O 2.8846 3.7765 -2.8304 0.76 0.58 0.50
C 3.8413 4.2537 -2.2930 -0.92 -0.40 -0.52
O 4.1445 4.0906 -0.9759 -0.14 0.11 -0.51
C 5.4528 4.6093 -0.7807 0.47 -0.13 0.69
C 5.6032 5.5807 -1.9123 0.55 0.64 -0.12
O 4.7667 5.0303 -2.9200 -0.32 -0.39 0.26
H 5.5387 5.0890 0.1954 -0.18 -0.14 -0.05
H 6.1715 3.7864 -0.8367 -0.04 0.04 -0.03
H 5.2391 6.5803 -1.6573 -0.01 -0.07 0.00
H 6.6338 5.6576 -2.2618 -0.18 -0.04 -0.15
```
Forces are in eV/Å.

=====

No. 2
The following is a DFT calculation (ωB97M-V/def2-TZVPD) of 12 unconnected molecules or ions with the total composition C30H39F9O30 in a non-equilibrium geometry.

- Highest occupied orbital energy: -10.209 eV
- HOMO-LUMO gap: 10.2 eV
- SMILES string: O=C1OC[C@@H](F)O1.O=C1OC[C@@H](F)O1.O=C1OC[C@@H](F)O1.O=C1OC[C@@H](F)O1.O=C1OC[C@@H](F)O1.O=C1OC[C@@H](F)O1.O=C1OC[C@@H](F)O1.O=C1OC[C@@H](F)O1.O=C1OC[C@@H](F)O1.CO.CO.CO

XYZ file:
```
108
Properties=species:S:1:pos:R:3:forces:R:3
O -7.8810 7.4665 -10.8874 -1.05 0.81 0.44
C -8.6161 8.3369 -10.4989 4.79 -1.12 0.65
O -8.1924 9.1770 -9.4355 -1.08 -0.60 -1.21
C -9.2472 10.1015 -9.1181 -0.32 -1.87 -0.57
C -10.3811 9.5407 -10.1007 1.54 -0.10 1.42
F -10.8750 10.5074 -10.8196 -1.65 1.41 -0.74
O -9.7520 8.6599 -11.0297 -0.98 0.89 0.80
H -9.5025 9.9455 -8.0699 -0.27 -0.01 -0.08
H -8.9208 11.1362 -9.2224 -0.24 -0.08 -0.64
H -11.0671 8.8864 -9.5629 -0.76 0.67 -0.06
O -18.9763 6.4033 -3.5233 -3.50 -3.81 0.79
C -19.9032 5.5715 -3.3238 3.36 4.17 -1.14
O -21.1866 5.9403 -3.2486 0.40 1.12 -0.68
C -21.8728 4.9144 -2.6367 -0.65 -2.20 0.98
C -21.0752 3.6282 -3.1360 -1.27 2.67 -0.08
F -21.4873 3.3285 -4.4289 0.56 0.00 0.82
O -19.7900 4.2521 -3.1664 0.36 -1.58 -0.23
H -21.7344 5.0537 -1.5645 0.03 -0.47 0.27
H -22.9497 4.9482 -2.8015 0.25 -0.11 -0.61
H -21.1411 2.7289 -2.5235 0.51 0.24 -0.09
O -11.4377 0.4235 5.6718 -0.24 0.39 -0.82
C -11.0403 0.4230 4.5387 -1.70 -1.71 3.54
O -9.9027 0.8360 4.1635 4.28 2.73 -0.42
C -9.8638 0.8693 2.7673 0.08 -0.38 -2.19
C -10.7168 -0.3356 2.4458 -1.02 2.75 -0.33
F -9.9906 -1.4235 2.4778 0.89 -2.30 0.67
O -11.6197 -0.1912 3.5308 -2.28 -2.21 -1.90
H -10.3521 1.7446 2.3392 0.07 0.32 0.34
H -8.8951 0.7514 2.2817 0.29 0.17 0.82
H -11.2331 -0.3320 1.4858 -0.38 0.26 0.27
O -15.9726 8.6215 -7.2087 -2.27 -0.89 -1.70
C -16.9378 8.3627 -7.9159 3.00 0.15 2.06
O -17.6428 9.2696 -8.5651 -1.79 -1.05 -0.50
C -18.8393 8.5597 -9.0260 -0.20 -0.12 -0.95
C -18.4180 7.0404 -9.1160 0.58 3.96 0.34
F -17.8209 6.8857 -10.3184 0.45 -0.54 -0.73
O -17.3930 7.0845 -8.1271 -0.55 -1.11 0.05
H -19.6811 8.7516 -8.3607 0.22 -0.10 0.23
H -19.0903 8.9301 -10.0199 0.09 0.02 0.09
H -19.2588 6.3468 -9.1147 0.50 -0.33 1.14
O -11.4909 4.3598 -1.9858 -0.72 1.61 -0.52
C -11.7548 5.4011 -2.5419 -0.65 -0.97 3.69
O -12.5338 6.4305 -1.9922 1.07 -1.36 -0.33
C -12.7191 7.4826 -2.9478 -0.39 -1.95 -0.90
C -11.7793 6.9727 -4.1323 -1.16 0.29 0.31
F -10.7999 7.8659 -4.2320 1.64 0.73 -0.13
O -11.2991 5.7248 -3.7070 0.73 0.72 -1.48
H -13.7804 7.4419 -3.1931 0.08 0.34 -0.31
H -12.4686 8.4414 -2.4938 0.38 -0.12 -0.42
H -12.0721 6.7231 -5.1521 -1.02 0.74 0.11
O -13.0320 12.5560 -4.9319 0.69 -0.58 1.17
C -13.8129 13.3283 -5.3409 -0.13 0.35 0.38
O -14.5621 14.2200 -4.6639 -0.90 -0.28 0.78
C -15.5860 14.7672 -5.5370 0.42 -0.76 0.36
C -14.8932 14.4928 -6.8535 -2.18 1.51 -0.67
F -14.2540 15.6544 -7.1251 1.66 0.78 -0.66
O -14.0500 13.4351 -6.6496 -0.43 0.39 -1.56
H -16.5675 14.2942 -5.5054 0.23 -0.71 0.55
H -15.7694 15.8054 -5.2604 0.55 0.00 -0.41
H -15.5634 14.3740 -7.7048 0.10 -0.74 0.06
O -9.6821 6.0095 3.9557 2.01 2.88 -5.10
C -9.1850 6.5369 2.9127 -1.88 -1.20 4.51
O -9.4257 7.8231 2.4185 -0.16 -2.62 2.66
C -8.5912 8.0552 1.3430 -1.01 -0.96 -2.33
C -7.9471 6.6157 1.0116 -1.49 2.82 0.70
F -6.6555 6.8449 0.9564 2.50 -0.43 -0.13
O -8.2685 5.8798 2.1584 -0.61 0.10 -0.30
H -9.2974 8.3464 0.5655 0.38 0.10 -0.52
H -7.9226 8.9014 1.5012 0.51 -0.55 0.23
H -8.2502 6.1405 0.0786 -0.29 -0.18 0.24
O -15.3716 9.6776 1.0705 -3.21 2.04 -1.99
C -16.3103 10.2850 0.5374 2.79 -1.16 2.22
O -17.3583 10.8123 1.1908 -0.17 -0.40 1.74
C -18.2716 11.3854 0.3180 -1.70 -0.62 -1.62
C -17.7461 10.9454 -1.0635 -0.24 1.44 2.01
F -17.7584 12.0536 -1.8137 0.18 0.37 -1.52
O -16.4274 10.6140 -0.7496 0.83 -1.18 -1.62
H -19.2935 11.0066 0.3373 0.06 -0.71 1.02
H -18.4666 12.4540 0.4086 1.09 0.19 0.09
H -18.3230 10.1372 -1.5130 0.41 -0.02 -0.36
O -18.1569 3.9374 1.5965 5.80 0.42 2.53
C -16.9623 4.0286 2.1090 -7.66 0.46 -4.34
O -15.9480 4.5507 1.4964 1.02 2.02 -3.48
C -14.8023 4.6173 2.3135 0.69 -0.34 -0.16
C -15.1995 3.5123 3.2119 0.56 -0.37 -0.62
F -14.7077 3.6493 4.3889 1.05 0.26 3.42
O -16.6075 3.6734 3.2709 0.12 -2.26 3.36
H -13.8751 4.3969 1.7845 -0.36 -0.05 -0.44
H -14.6339 5.5554 2.8425 -0.62 0.19 -0.03
H -14.8785 2.5360 2.8487 -0.65 -0.31 -0.32
C -12.9060 1.8852 -5.9966 -0.42 -1.01 -0.83
O -13.6254 0.6782 -6.4316 0.24 1.06 0.33
H -13.4598 2.4107 -5.2188 0.01 -0.22 0.11
H -11.8786 1.6937 -5.6868 -0.12 -0.18 0.15
H -12.8592 2.5290 -6.8750 -0.02 0.04 0.05
H -13.2015 -0.1444 -6.1759 0.32 0.31 0.22
C -5.1560 4.5858 -4.6595 1.48 -0.56 0.79
O -6.3857 4.5792 -4.0439 -2.13 0.95 0.68
H -4.4646 4.3450 -3.8520 0.55 -0.63 -0.28
H -5.2053 3.7928 -5.4058 0.79 0.42 -0.44
H -4.7814 5.5693 -4.9431 -0.42 -0.02 -0.83
H -6.8049 5.4279 -4.2036 -0.28 -0.15 0.08
C -16.2416 0.0151 -2.1007 -1.36 -1.04 0.51
O -15.0056 0.3877 -1.6466 2.02 1.14 0.23
H -17.0076 0.7906 -2.0999 0.22 0.55 -0.51
H -16.1100 -0.4670 -3.0694 -0.77 -0.22 0.00
H -16.5960 -0.6449 -1.3089 -0.35 -0.68 -0.47
H -14.4719 0.5675 -2.4240 0.26 0.27 0.24
```
Forces are in eV/Å.

=====

No. 3
The following is a DFT calculation (ωB97M-V/def2-TZVPD) of a molecular structure, C30H39MnN3OS in a non-equilibrium geometry.

- Relative energy (zero: lowest compared OMol25 entry of this formula, charge and spin): 25.68 kcal per mole
- Highest occupied orbital energy (spin up / spin down): 0.381 / -3.356 eV
- Total charge: -1
- HOMO-LUMO gap (spin up / spin down): 2.1 / 5.8 eV
- Spin multiplicity: 5
- Expectation value of S²: 6.09

XYZ file:
```
75
Properties=species:S:1:pos:R:3:forces:R:3
Mn 0.4779 -0.0893 0.9630 -1.33 -2.58 -0.33
N -0.7471 -2.0445 3.1447 1.01 1.35 -0.21
N 0.1529 -2.2346 -0.3202 0.34 0.41 -0.80
C 1.6219 1.5672 0.4644 0.32 0.24 0.71
C 2.4855 0.4414 0.7778 0.59 0.67 0.50
C 2.2223 0.0470 2.1371 0.21 0.61 -0.14
C 2.9161 -1.0414 2.9060 0.08 -0.11 0.04
H 3.4770 -1.7125 2.2349 -0.21 0.22 0.20
H 2.1930 -1.6537 3.4730 0.23 0.24 -0.22
H 3.6411 -0.6005 3.6161 -0.26 -0.19 -0.20
C 1.1874 0.8876 2.6643 0.39 1.23 -0.33
C 0.6369 0.8252 4.0606 0.03 0.08 0.27
H 1.2111 1.4788 4.7463 -0.16 -0.17 -0.26
H 0.6826 -0.2045 4.4510 -0.14 0.36 -0.24
H -0.4165 1.1492 4.0910 0.57 -0.11 0.06
C 0.8322 1.8467 1.6293 0.90 0.45 1.04
C -0.1407 2.9814 1.7845 0.05 0.11 -0.01
H -0.9610 2.7225 2.4733 0.33 0.13 -0.23
H -0.5900 3.2582 0.8165 0.11 -0.09 0.29
H 0.3696 3.8771 2.1878 -0.24 -0.27 -0.13
C 3.5244 -0.1505 -0.1316 0.24 -0.09 0.06
H 4.5217 -0.1627 0.3494 -0.37 0.00 -0.20
H 3.6123 0.4341 -1.0614 0.00 -0.24 0.40
H 3.2773 -1.1893 -0.4093 0.13 0.25 0.07
C 1.6445 2.3731 -0.8025 -0.06 0.22 -0.10
H 0.6261 2.5759 -1.1706 0.31 -0.04 0.05
H 2.1851 1.8514 -1.6078 -0.24 0.20 0.32
H 2.1436 3.3485 -0.6383 -0.16 -0.34 -0.09
C -1.6543 -2.5106 4.0134 -1.34 -1.74 0.87
H -1.8698 -1.8630 4.8753 0.00 -0.25 -0.16
C -2.3078 -3.7433 3.8779 0.47 1.52 0.55
H -3.0371 -4.0745 4.6237 0.23 0.17 -0.22
C -1.9921 -4.5286 2.7584 -0.91 -1.50 0.02
H -2.4754 -5.4995 2.6034 0.16 0.32 0.08
C -1.0571 -4.0549 1.8372 1.32 1.93 -0.34
H -0.8057 -4.6352 0.9440 -0.06 0.18 0.28
C -0.4478 -2.7962 2.0560 -1.31 -2.33 -0.64
C 0.4967 -2.1809 1.1047 0.42 0.05 0.41
H 1.5259 -2.5315 1.2704 -0.14 0.04 -0.30
C 0.1986 -0.9506 -0.7431 -0.41 -1.33 -1.76
C -0.0776 -3.1320 -1.3577 -0.07 0.74 -0.16
H -0.1624 -4.2083 -1.2190 0.01 0.51 -0.07
C -0.1772 -2.3602 -2.4869 0.06 -0.06 0.33
H -0.3728 -2.6270 -3.5234 0.11 0.09 0.40
N 0.0033 -1.0165 -2.0997 -0.09 -0.46 0.22
C 0.0509 0.0994 -3.0015 0.17 0.19 -0.13
C 1.2708 0.4021 -3.6452 -0.63 0.23 0.00
C 1.3098 1.5241 -4.4903 -0.31 0.05 0.06
H 2.2553 1.7787 -4.9839 -0.33 -0.09 0.15
C 0.1816 2.3337 -4.7031 0.10 -0.62 0.27
C 0.2414 3.5241 -5.6333 -0.11 0.14 -0.20
H 0.1991 4.4740 -5.0732 0.05 -0.33 -0.19
H -0.6154 3.5186 -6.3337 0.37 0.00 0.32
H 1.1642 3.5174 -6.2370 -0.33 0.01 0.29
C -1.0127 1.9959 -4.0435 0.22 -0.15 0.04
H -1.9040 2.6169 -4.1940 0.32 -0.22 0.04
C -1.1067 0.8852 -3.1889 0.49 0.29 -0.29
C -2.3946 0.5763 -2.4679 0.06 -0.03 0.21
H -2.8135 -0.3953 -2.7776 0.16 0.30 0.14
H -3.1435 1.3636 -2.6509 0.28 -0.28 -0.03
H -2.2202 0.5062 -1.3802 -0.05 -0.12 -0.67
C 2.5116 -0.4323 -3.4213 0.05 -0.27 0.02
H 2.6506 -1.1770 -4.2267 -0.11 0.32 0.24
H 2.4552 -0.9920 -2.4735 0.02 0.30 -0.45
H 3.4089 0.2072 -3.4021 -0.31 -0.22 -0.01
C -3.7401 0.9961 0.7281 -0.91 2.10 -0.31
S -2.0449 0.3636 1.1353 -2.97 -1.30 -0.58
C -2.5430 0.4877 2.8973 -0.82 -0.70 0.77
O -2.3700 -0.9792 0.4596 1.09 0.83 1.17
H -4.0277 1.8484 1.3809 0.12 -0.50 -0.09
H -4.5098 0.1964 0.7887 0.90 0.26 0.15
H -3.7761 1.4464 -0.2781 0.21 -0.50 0.19
H -3.5177 -0.0235 3.0516 0.35 0.42 -0.49
H -1.9027 -0.0688 3.5526 0.75 -0.11 -0.08
H -2.6281 1.5354 3.2465 0.09 -0.42 -0.58
```
Forces are in eV/Å.